(1)
DFT (the ωB97M-V functional and the def2-TZVPD basis) results for a structure of composition C42H40GeN3O5Pt.

Last column: Löwdin spin population.
Element x y z (Å)
Pt 0.59 -0.12 -0.46  0.5612
Ge 0.39 -0.20 1.99  0.0920
O 5.22 5.80 -0.57  0.0978
O 3.15 6.42 -0.33  0.0853
O -1.74 0.46 -1.76  0.3246
O 0.75 -2.16 -0.67  0.0071
O -1.44 -2.26 -0.18  0.0421
N 4.01 5.54 -0.50  0.0749
N 0.70 1.90 -0.37  0.0333
N 2.60 0.20 -1.17  0.1027
C -4.05 0.57 -2.25  0.1675
C -0.55 -5.71 2.69  -0.0010
C -1.72 -5.12 3.08  0.0016
C 4.32 1.90 -1.00  0.0586
C -2.30 0.26 -4.05  0.1512
C -2.09 -0.93 3.16  0.0099
C -4.56 0.66 -0.82  0.0163
C -0.17 1.57 2.61  0.0243
C -3.17 -1.75 3.59  0.0000
C -3.05 -3.10 3.56  0.0071
C -2.63 0.40 -2.63  0.0831
C -4.99 0.63 -3.25  -0.0060
C -3.68 1.42 0.19  0.0033
C -4.65 0.48 -4.59  0.2290
C 3.61 4.19 -0.60  0.1085
C -0.88 0.09 -4.55  0.0135
C 1.10 4.63 -0.29  0.0684
C 4.62 3.24 -0.81  0.1614
C -0.74 -2.90 2.76  0.0029
C -0.17 4.08 -0.17  0.0221
C -0.27 -1.24 -4.09  0.0094
C 2.16 -0.51 2.79  0.0085
C 5.27 0.88 -1.31  0.0747
C 4.86 -0.40 -1.55  0.0089
C 3.50 -0.52 4.80  0.0004
C 3.27 -0.95 2.07  0.0020
C 0.47 -3.54 2.40  -0.0009
C -0.90 -1.47 2.74  0.0185
C -1.84 -3.71 3.14  0.0001
C 2.29 -0.31 4.16  0.0019
C 3.49 -0.72 -1.49  0.1253
C 0.57 -4.91 2.37  0.0018
C 2.97 1.47 -0.91  0.0745
C -3.31 0.29 -4.97  -0.0035
C -4.87 -0.75 -0.28  0.0122
C 1.95 2.41 -0.56  -0.0168
C -0.40 -2.77 -0.56  0.0079
C 4.61 -0.94 4.07  0.0000
C 2.22 3.79 -0.48  0.0041
C 0.03 1.28 -4.19  0.0077
C -0.34 2.72 -0.19  0.0718
C 4.49 -1.16 2.70  0.0000
H 3.17 -1.15 1.01  0.0012
H -4.26 1.60 1.10  0.0003
H 6.32 1.14 -1.36  0.0028
H 1.34 -2.94 2.17  0.0000
H -6.03 0.77 -2.98  -0.0043
H 0.99 1.19 -4.71  0.0006
H -5.42 0.52 -5.35  0.0129
H -3.89 -3.74 3.84  0.0004
H -0.47 -6.79 2.64  -0.0001
H 5.64 3.58 -0.85  0.0099
H 0.58 2.31 2.34  0.0001
H -3.96 -1.33 -0.17  0.0000
H 1.43 0.02 4.75  0.0002
H 0.22 1.32 -3.12  0.0003
H -4.09 -1.28 3.94  -0.0001
H -0.35 -3.85 -0.76  0.0001
H -1.14 1.87 2.20  0.0007
H -5.55 -1.28 -0.96  -0.0001
H -0.99 -2.05 -4.17  0.0005
H 5.57 -1.18 -1.80  -0.0012
H -1.30 2.25 -0.05  0.0064
H 1.24 5.69 -0.26  0.0057
H 1.51 -5.37 2.10  0.0001
H 3.59 -0.36 5.87  0.0001
H -0.42 2.23 -4.49  0.0002
H -2.23 0.14 3.16  0.0005
H -0.24 1.53 3.70  0.0030
H -5.36 -0.67 0.70  0.0015
H -5.51 1.19 -0.89  0.0016
H 0.60 -1.49 -4.70  0.0010
H 5.56 -1.10 4.56  0.0000
H 0.06 -1.18 -3.06  0.0005
H 5.34 -1.49 2.12  0.0000
H -1.03 4.72 -0.04  -0.0004
H -3.07 0.19 -6.03  -0.0041
H -3.37 2.40 -0.21  0.0001
H -2.57 -5.73 3.37  0.0001
H -0.95 0.07 -5.64  -0.0003
H 3.12 -1.72 -1.69  0.0080
H -2.80 0.84 0.45  0.0008

Results
HOMO-LUMO gap (spin up / spin down)	4.79 / 6.17	eV
energy	-4361.0712	Eh
expectation value of S²	3.828
total charge	0
2S+1	4

***

(2)
DFT (the ωB97M-V functional and the def2-TZVPD basis) results for a structure of composition C42H40N10O4S3Ti at a distorted geometry.

Last column: Löwdin charge in e.
Element x y z (Å)
Ti -0.49 -0.75 0.17  1.1088
S -0.66 -1.65 -4.07  1.1347
S -3.14 -1.23 -1.78  0.6228
S 0.16 2.40 2.93  0.6430
O -3.17 -2.55 -2.36  -0.2945
O -1.03 3.37 -0.85  0.0730
O -3.72 -1.02 -0.48  -0.2742
O -3.05 -1.95 3.29  0.1054
N 1.39 4.25 1.53  0.0133
N -1.55 -0.81 -1.54  -0.2276
N 2.11 2.02 1.21  0.0626
N 0.01 -2.84 -0.18  0.0024
N 1.30 -0.83 0.74  0.0399
N -5.08 2.67 -5.72  0.1405
N -1.91 0.54 1.08  0.0585
N -1.32 -1.84 1.88  0.0850
N 0.65 -0.96 -1.98  -0.0180
N -0.05 1.38 -0.53  0.1019
C 3.51 5.44 2.00  -0.0619
C 1.82 -4.38 0.10  0.0322
C -4.39 0.43 -5.19  -0.0047
C 1.03 -5.40 -0.41  -0.0021
C 1.99 -1.90 0.70  -0.3497
C 2.88 2.12 0.02  -0.2191
C 2.50 5.02 0.94  -0.2257
C -0.27 -5.12 -0.81  0.0011
C -1.01 2.19 -0.28  -0.3411
C 0.69 -4.34 3.81  -0.0354
C -1.10 -3.11 2.59  -0.2026
C 1.59 -1.34 -2.92  -0.2026
C -2.07 1.78 0.65  -0.2131
C -2.76 0.06 1.98  -0.1688
C 1.83 -4.40 4.60  -0.0605
C 1.31 2.93 1.80  -0.8313
C -3.11 2.59 1.08  0.0474
C -3.94 -0.49 -4.26  -0.0685
C 4.27 2.18 0.14  -0.0200
C -4.46 2.13 -3.46  -0.0093
C 1.28 -3.11 0.20  -0.2121
C -4.00 2.07 2.01  0.0364
C 3.13 2.16 -2.36  -0.0226
C -2.37 -1.30 2.39  -0.2973
C 0.19 3.45 -1.64  -0.0004
C 2.29 2.08 -1.25  -0.1256
C -3.82 0.78 2.48  0.0776
C 3.43 -1.99 1.08  0.0093
C 4.50 2.26 -2.24  -0.0507
C 2.46 -3.23 4.99  -0.0676
C -3.75 -0.10 -2.94  -0.3163
C -4.02 1.21 -2.54  -0.0541
C -2.38 -3.25 3.44  0.0129
C 1.94 -2.00 4.60  -0.0592
C 0.18 -3.11 3.41  -0.1995
C -0.56 -1.09 -2.45  -0.7288
C 0.81 2.04 -1.54  -0.1900
C 5.08 2.26 -0.98  -0.0490
C 1.07 -1.72 -4.11  -0.3500
C 0.80 -1.94 3.81  -0.0381
C -4.65 1.76 -4.81  -0.2973
C -0.74 -3.82 -0.67  -0.0757
H -4.69 3.14 -3.15  0.1179
H -1.04 -3.92 1.86  0.1322
H -2.18 -3.39 4.49  0.1460
H -4.47 0.34 3.22  0.1440
H -1.75 -3.56 -0.98  0.1059
H 0.69 1.48 -2.47  0.1359
H 1.59 -2.02 -5.00  0.0795
H 3.83 -0.99 1.28  0.0845
H 2.83 -4.56 0.42  0.1284
H -3.19 3.60 0.71  0.1426
H 0.79 4.78 2.13  0.1155
H 1.42 -6.40 -0.50  0.1275
H 0.21 -5.26 3.50  0.1231
H 2.42 -1.08 4.92  0.1154
H -4.81 2.68 2.38  0.1353
H -4.55 0.13 -6.21  0.1229
H 2.22 -5.36 4.91  0.1132
H 0.41 -0.97 3.53  0.0924
H 4.29 6.06 1.55  0.0843
H -3.08 -4.00 3.07  0.1431
H 3.99 4.57 2.45  0.0753
H 3.55 -2.60 1.97  0.0949
H -0.91 -5.88 -1.22  0.1274
H 3.35 -3.27 5.62  0.1133
H 4.01 -2.45 0.27  0.0976
H -3.77 -1.51 -4.55  0.1115
H 1.81 1.07 1.43  0.0601
H -5.41 3.57 -5.42  0.1096
H 2.06 5.89 0.46  0.1217
H 5.12 2.32 -3.13  0.1157
H 2.68 2.14 -3.35  0.1250
H 0.82 4.22 -1.21  0.1226
H -0.10 3.73 -2.66  0.1423
H 6.15 2.32 -0.87  0.1167
H -5.34 2.37 -6.64  0.1119
H 3.03 6.02 2.79  0.0824
H 4.69 2.19 1.13  0.1251
H 2.98 4.43 0.17  0.0902
H 2.64 -1.28 -2.68  0.1217
H -3.92 1.49 -1.50  0.1016

Results
HOMO-LUMO gap	6.18	eV
relative energy (zero: lowest compared OMol25 entry of this formula, charge and spin)	0.000	eV
energy	-4516.7672	Eh
total charge	+2

***

Question: The highest energy belongs to which entry?
Answer: C42H40GeN3O5Pt

***

Question: Among the records above, which one has the lowest total charge?
Answer: C42H40GeN3O5Pt

***

Question: Among the records above, which one has the lowest energy?
Answer: C42H40N10O4S3Ti